# C21H68N16O12

A molecular structure, C21H68N16O12 at a distorted geometry (ωB97M-V/def2-TZVPD, OMol25).

Geometry as XYZ:
```
117
Properties=species:S:1:pos:R:3:forces:R:3:mulliken_charge:R:1
O 6.884 -6.235 23.718 0.184 -0.189 0.128 -0.56
O 4.190 -7.047 18.497 -0.052 -0.087 -0.783 -0.11
O 10.337 -11.607 15.931 3.370 -1.880 1.799 -0.67
O 4.911 -12.506 21.829 0.093 0.024 -0.057 -0.83
O 7.967 -4.708 13.384 -0.197 0.055 -0.103 -0.72
O 6.992 -12.055 15.282 -0.376 -0.493 0.241 -0.81
O 2.767 -8.373 20.474 -0.379 -0.093 0.105 -0.27
O 11.809 -8.380 15.071 0.233 -0.163 0.307 -0.61
O 7.678 -12.280 19.577 0.142 0.120 -0.017 -0.72
O 2.681 -8.427 16.631 0.123 -0.213 0.327 -0.68
O 7.408 -7.840 17.276 0.261 -0.013 0.085 -0.61
O 3.686 -15.618 16.114 -0.294 -0.337 0.314 -0.42
N 7.771 -12.873 21.776 0.661 0.074 -0.378 -0.28
N 8.231 -9.922 17.784 -0.069 -0.033 0.336 0.39
N 11.535 -10.227 17.268 -0.502 -0.401 -0.411 -0.17
N 4.504 -11.134 20.045 -0.171 -0.457 -0.128 0.41
N 5.412 -12.792 17.742 0.193 -0.210 0.184 0.07
N 11.172 -12.434 17.872 -0.127 0.038 -0.500 -0.44
N 9.329 -13.661 20.256 0.272 0.463 0.180 -0.41
N 7.835 -6.729 14.437 -0.281 0.312 0.171 -0.03
N 7.292 -4.838 15.558 -0.087 -0.099 0.180 -0.24
N 5.724 -5.389 18.285 -0.429 0.172 -0.304 -0.21
N 8.685 -10.658 14.725 -3.070 0.786 -1.627 -0.26
N 3.469 -4.912 18.437 -0.106 -0.444 -0.356 -0.48
N 4.353 -10.308 22.153 -0.319 0.185 -0.103 -0.07
N 12.991 -6.489 16.750 -0.085 -0.218 -0.324 -0.80
N 6.613 -10.451 13.717 -0.072 -0.042 0.159 -0.36
N 6.102 -9.359 18.347 0.263 -0.029 -0.082 0.82
C 2.898 -9.827 16.678 0.284 -0.563 -0.580 1.13
C 11.546 -6.724 16.803 0.029 -0.040 0.396 0.46
C 7.400 -11.111 14.625 0.947 0.897 -0.493 0.48
C 11.474 -8.903 13.810 -0.471 -0.237 -0.335 -0.53
C 3.882 -14.318 16.595 -0.228 1.078 0.077 -0.65
C 1.691 -10.567 16.125 -0.239 0.355 -0.288 -1.43
C 1.401 -8.327 20.904 0.351 0.421 -0.233 -0.21
C 10.797 -5.427 17.123 0.029 -0.117 -1.005 -1.30
C 10.985 -11.435 16.955 0.621 0.140 1.367 0.44
C 4.456 -5.852 18.324 0.276 0.242 1.819 0.19
C 5.689 -6.889 21.710 -0.282 0.454 -0.230 -0.29
C 10.975 -7.335 15.518 0.132 0.984 0.074 -0.35
C 0.938 -6.885 21.031 -0.148 0.359 -0.410 -0.99
C 8.231 -12.878 20.497 -0.859 -0.267 0.308 0.35
C 5.982 -7.190 23.168 -0.285 -0.282 -0.136 -0.56
C 4.361 -14.611 19.040 -0.470 -0.046 0.659 -1.75
C 4.920 -14.172 17.710 0.543 -0.530 -0.591 0.95
C 4.797 -16.186 15.464 -0.010 0.212 -0.359 -0.63
C 4.591 -11.412 21.364 0.104 0.206 0.189 0.36
C 7.702 -5.373 14.371 0.570 0.190 -0.189 0.43
C 7.267 -8.978 17.776 -0.200 0.168 -0.180 0.58
H 6.375 -5.493 24.052 -0.010 0.019 -0.036 0.32
H 5.989 -10.290 18.716 0.080 0.057 -0.042 -0.22
H 4.268 -10.201 19.757 -0.330 -0.024 0.102 -0.18
H 3.407 -8.023 17.130 -0.261 0.179 -0.144 0.28
H 5.736 -14.863 17.434 0.017 0.123 0.186 0.35
H 5.847 -4.395 18.329 0.430 -0.057 -0.076 0.13
H 7.076 -5.463 16.312 -0.138 0.129 0.123 0.36
H 2.541 -5.279 18.324 -0.081 0.192 0.033 0.24
H 6.801 -12.630 21.967 -0.031 0.102 -0.056 0.19
H 5.298 -7.733 21.143 0.075 -0.154 0.178 0.05
H 3.771 -10.097 16.067 0.013 0.098 0.061 -0.04
H 4.148 -10.478 23.123 0.094 -0.235 -0.014 0.29
H 11.317 -8.118 13.061 0.222 0.107 0.095 0.37
H 6.997 -9.743 13.120 -0.179 -0.042 -0.037 0.13
H 10.532 -4.956 16.167 -0.265 -0.017 0.136 0.34
H 9.886 -5.652 17.670 -0.023 0.273 0.127 0.15
H 11.546 -12.292 18.791 -0.012 0.143 0.008 0.18
H 5.087 -7.237 23.798 -0.162 0.044 -0.219 0.29
H 5.329 -8.716 18.345 0.050 0.226 0.014 -0.53
H 9.617 -14.338 20.938 -0.010 -0.199 -0.201 0.20
H 7.870 -7.133 15.363 -0.159 -0.675 -0.219 -0.05
H 6.413 -8.192 23.225 0.393 0.203 0.166 0.26
H 6.499 -6.040 18.288 -0.072 -0.146 0.011 -0.06
H 4.588 -11.857 19.328 0.060 0.203 0.125 0.10
H 6.176 -12.750 18.416 -0.164 -0.083 0.148 -0.25
H 8.980 -9.809 14.280 -0.416 -0.057 -0.012 -0.36
H 2.854 -7.823 19.679 0.329 -0.072 0.025 -0.01
H 3.144 -10.217 17.674 -0.238 0.392 0.224 -0.36
H 8.120 -7.195 13.599 0.140 -0.112 0.096 0.17
H 13.402 -7.232 16.191 0.135 0.034 0.130 0.29
H 1.594 -11.542 16.599 -0.061 -0.083 -0.149 0.30
H 0.771 -8.865 20.192 -0.031 -0.149 0.120 0.33
H 4.955 -6.085 21.586 0.068 0.037 0.119 0.22
H 4.107 -13.639 15.757 0.352 -0.111 0.062 0.36
H 13.194 -5.633 16.244 -0.111 0.051 0.039 0.28
H 1.254 -6.307 20.155 0.212 -0.135 0.027 0.09
H 12.278 -9.565 13.501 0.054 0.051 -0.036 0.30
H -0.148 -6.765 21.010 0.000 -0.274 0.397 0.39
H 8.071 -10.789 18.289 0.189 0.107 -0.176 -0.01
H 8.397 -13.174 22.500 -0.300 -0.123 0.178 0.14
H 11.347 -7.438 17.611 0.187 0.023 0.062 0.17
H 4.410 -17.000 14.852 0.092 -0.132 0.109 0.26
H 5.549 -16.557 16.164 -0.025 -0.098 -0.024 0.24
H 9.139 -9.730 17.399 -0.150 0.148 0.015 -0.06
H 11.426 -4.680 17.604 0.009 -0.304 0.534 0.45
H 10.678 -13.286 17.686 0.019 -0.042 -0.110 0.27
H 10.552 -9.497 13.849 0.457 0.102 -0.004 0.14
H 5.675 -10.776 13.585 -0.059 0.052 -0.062 0.24
H 7.276 -3.847 15.690 0.014 0.033 -0.146 0.17
H 1.390 -8.812 21.879 -0.212 -0.196 -0.068 0.31
H 1.362 -6.399 21.908 -0.062 0.007 0.044 0.30
H 5.912 -12.610 16.873 -0.302 0.241 -0.283 0.13
H 6.615 -6.549 21.242 0.044 -0.121 -0.038 0.28
H 2.932 -13.946 16.997 -0.117 -0.324 -0.116 0.21
H 9.512 -13.801 19.280 0.058 -0.203 0.141 0.18
H 9.309 -11.148 15.353 -0.669 0.527 -0.442 0.60
H 3.509 -13.991 19.344 0.012 0.038 -0.199 0.33
H 3.761 -9.618 21.703 0.145 0.205 0.199 -0.03
H 5.054 -14.546 19.882 0.258 0.040 -0.215 0.31
H 9.948 -7.672 15.693 -0.002 -0.090 -0.069 0.03
H 5.277 -15.465 14.788 -0.003 0.034 0.097 0.28
H 12.108 -10.073 18.077 0.058 -0.083 -0.037 0.20
H 1.756 -10.675 15.041 0.154 -0.211 0.053 0.35
H 3.611 -3.921 18.397 0.086 -0.026 -0.219 0.17
H 11.565 -9.572 16.493 0.300 0.190 0.040 0.25
H 3.994 -15.639 19.001 0.058 0.007 -0.152 0.44
H 10.968 -6.518 14.781 -0.153 -0.262 -0.241 0.73
H 0.771 -9.994 16.267 0.071 -0.032 0.412 0.39
```
Forces are in eV/Å.

Values from the calculation:
Gap between HOMO and LUMO   9.0 eV
Highest occupied orbital energy   -8.78 eV
E_tot   -2620.15829 Eh
Total charge   0
Relative energy (zero: lowest compared OMol25 entry of this formula, charge and spin)   1.8 kcal/mol



# C21H68N18O13

13 unconnected molecules or ions with the total composition C21H68N18O13 at a distorted geometry (ωB97M-V/def2-TZVPD, OMol25).

Geometry as XYZ:
```
120
Properties=species:S:1:pos:R:3:forces:R:3:mulliken_charge:R:1
O 0.654 1.546 0.000 0.515 -1.138 1.091 1.35
O -1.959 5.828 2.486 -0.038 0.930 0.741 -0.58
O 0.504 3.762 -2.063 0.793 -0.727 1.155 -0.36
O -1.519 -2.003 6.152 -1.769 0.039 1.795 -0.72
O 4.129 4.579 1.570 -0.599 -0.712 -0.527 -0.75
O 1.744 -0.655 3.015 -1.692 -1.780 -0.856 -0.37
O -4.953 -3.579 -2.395 1.397 0.744 0.384 -0.69
O 2.977 -3.577 3.197 1.756 0.080 1.592 -0.68
O 3.954 3.445 -3.085 -0.915 2.045 1.533 -0.69
O -5.746 -0.177 2.352 0.123 0.166 0.898 -0.72
O -1.439 -3.917 2.153 0.411 -1.337 -0.086 -0.66
O -0.533 -4.274 -3.765 -1.155 0.589 0.636 -0.64
O 5.085 0.610 -1.183 0.411 0.354 0.135 -0.46
N 2.972 1.873 -4.320 -4.506 -1.526 -1.131 -0.28
N -3.407 -3.247 1.359 -2.542 -0.440 -3.816 -0.11
N -6.015 0.589 0.318 -1.942 2.297 -3.596 -0.26
N -4.049 -0.278 0.918 1.148 0.026 -0.435 0.40
N -0.720 2.975 -3.720 -1.556 -1.880 -0.876 -0.37
N -0.954 -0.291 4.893 -0.864 5.786 -1.512 -0.25
N -3.473 -1.856 -2.772 3.331 -0.430 -0.386 -0.25
N 2.324 4.618 0.205 -1.390 1.155 -0.427 -0.04
N 0.009 -2.271 4.655 2.546 -0.782 -2.068 0.02
N 5.134 2.129 -4.318 4.976 -1.090 -1.446 -0.41
N 1.430 -5.202 2.673 -0.388 -4.133 1.832 -0.34
N 3.771 3.014 -0.041 1.778 -3.029 -0.706 0.20
N 2.121 1.492 2.742 -0.783 4.181 -1.815 -0.16
N -5.539 -1.436 -2.285 -1.274 1.352 1.043 -0.33
N 0.702 4.626 -4.088 0.962 1.338 -2.253 -0.37
N 3.015 0.445 4.388 3.807 1.131 5.237 -0.36
N 1.269 -3.338 1.793 -1.140 3.965 -2.494 0.00
N -3.005 -2.881 3.426 0.023 0.316 2.208 -0.50
C 3.479 4.112 0.615 0.931 1.622 2.430 0.33
C -1.276 4.408 0.710 -1.767 0.553 0.180 -0.87
C 3.176 -0.700 -0.526 0.220 1.355 1.710 0.78
C 3.998 2.577 -3.915 -0.642 -0.066 1.024 0.59
C -0.222 0.211 -1.827 -0.397 -0.691 -0.194 -0.52
C 4.693 -1.577 -2.223 1.156 -0.099 0.386 -1.31
C 4.646 -0.703 -0.912 -1.082 -1.486 -2.508 0.02
C -0.520 -3.792 -2.384 1.336 -0.973 -1.305 1.87
C -5.283 0.101 1.254 0.134 -2.285 3.385 0.65
C -0.820 -1.488 5.299 -0.388 -5.074 1.465 0.37
C 1.967 -3.978 2.703 0.503 -1.248 -1.549 0.45
C -2.571 -3.492 2.316 2.266 1.792 1.275 0.45
C -1.276 -4.590 -1.444 -3.292 -1.804 1.111 -0.96
C -2.484 5.014 1.461 1.356 -0.150 0.507 0.62
C -4.613 -2.389 -2.391 -3.157 -2.092 -1.170 0.63
C 2.236 0.392 3.391 -1.055 -3.031 -2.036 0.50
C -3.502 4.061 2.038 -1.030 -0.710 -0.213 -1.35
C 0.905 -4.030 -2.061 2.738 1.659 0.666 -1.42
C 0.227 3.750 -3.256 -0.022 1.166 2.790 0.22
C -0.421 0.669 -0.386 1.191 0.809 -0.195 1.54
C -0.460 -0.528 0.557 0.688 1.078 0.508 0.29
H 4.201 -1.106 -3.073 -0.381 0.478 0.201 0.24
H -0.922 -2.783 -2.291 0.762 0.495 -0.353 -0.72
H 0.183 -0.800 -1.865 0.114 -0.088 0.236 -0.36
H 5.319 1.466 -5.057 -0.219 0.174 0.271 0.17
H -1.132 5.460 2.808 -0.004 -0.121 0.023 0.34
H 3.458 -0.332 4.857 -0.540 -0.055 -0.361 0.30
H -0.894 2.953 -4.715 -0.399 -0.613 0.441 0.20
H -4.383 -3.149 1.602 0.081 0.011 -0.463 0.29
H 0.603 -1.840 3.961 0.425 -0.358 -0.205 0.06
H 1.646 -2.425 1.583 -0.529 0.265 0.403 -0.49
H -5.579 0.683 -0.587 -0.695 0.378 0.130 0.09
H 2.664 2.274 3.077 -0.382 0.286 -0.696 0.12
H 1.935 -6.037 2.930 0.020 0.445 0.446 0.24
H 2.925 1.148 -5.022 0.710 0.219 0.154 0.18
H -5.200 -0.494 -2.421 -1.083 -0.150 -0.185 0.13
H 5.911 2.572 -3.848 0.170 -0.137 -0.422 0.26
H -3.628 0.110 0.086 0.547 -0.399 0.571 -0.18
H 2.004 4.233 -0.673 -0.778 0.733 0.102 -0.06
H -3.826 3.344 1.284 -0.261 0.095 -0.361 0.22
H 0.242 4.608 -4.987 0.861 0.900 -0.079 0.14
H -2.356 -4.460 -1.498 -0.512 0.612 -0.435 0.23
H -1.425 -4.583 -3.941 -0.212 -0.170 -0.276 0.39
H 1.419 5.262 -3.772 -0.172 -0.044 -0.434 0.28
H 5.290 -1.055 -0.106 -0.109 -0.348 -0.203 0.40
H 0.817 2.268 -0.611 -0.478 0.195 -0.473 -0.76
H 1.570 -3.511 -2.751 -0.070 0.157 -0.353 0.40
H 2.644 0.126 -0.998 0.003 -0.194 -0.551 -0.28
H -4.376 4.616 2.379 -0.091 0.138 -0.222 0.40
H -2.998 5.715 0.804 -0.140 -0.131 -0.216 0.26
H -3.300 3.410 2.889 1.052 0.295 0.129 0.28
H -0.709 5.253 0.318 0.164 -0.269 -0.111 0.26
H 0.022 -3.276 4.762 -0.072 0.437 0.388 0.19
H 2.595 -1.621 -0.572 0.399 -0.105 -0.087 -0.27
H 1.291 -5.049 -2.065 -0.901 -0.299 -0.171 0.43
H -0.472 0.082 4.087 -0.016 -0.211 0.150 0.05
H -1.282 -5.659 -1.659 0.957 -0.206 0.277 0.43
H -3.583 -2.071 3.252 -0.174 -0.260 0.507 0.29
H -6.847 1.102 0.572 0.176 -0.200 -0.248 0.26
H -0.675 3.818 1.401 0.043 -0.277 -0.295 0.20
H -1.736 3.849 -0.105 0.705 -0.415 -0.182 0.12
H 0.653 -5.380 2.053 0.311 0.160 0.180 0.12
H 0.473 0.786 -2.439 -0.257 0.446 0.198 -0.15
H 1.449 1.586 1.993 0.261 0.107 -0.236 -0.38
H -3.136 -3.473 0.412 -0.405 -0.257 0.138 -0.07
H 3.599 2.863 -1.025 -0.109 0.243 0.151 -0.07
H 0.489 -1.064 0.565 -0.104 -0.091 -0.508 -0.77
H -1.277 1.319 -0.204 -0.809 -0.378 -0.525 0.13
H -3.246 -0.890 -2.584 0.248 -0.525 -0.278 0.13
H -1.042 2.322 -3.020 -0.376 -0.202 -0.742 0.17
H -3.593 -0.785 1.664 0.624 0.277 -0.717 -0.26
H -2.310 -2.746 4.146 -0.207 -0.204 0.330 0.21
H 4.858 0.819 -2.092 -0.060 0.087 -0.138 0.22
H -0.456 -0.093 1.556 -0.583 -0.337 0.279 -0.22
H 2.054 2.105 -3.971 0.330 0.252 0.065 0.10
H -1.111 -4.368 -0.390 0.752 -0.163 -0.027 0.04
H 0.270 -3.474 1.842 -0.147 0.422 -0.339 0.58
H 1.223 -3.638 -1.095 -0.364 0.084 0.352 0.10
H 4.451 2.398 0.382 0.135 0.255 -0.399 0.12
H -1.803 0.162 5.200 0.364 0.164 0.043 0.23
H 4.224 -2.556 -2.125 -0.080 0.065 0.376 0.36
H -6.504 -1.733 -2.285 0.191 0.516 0.222 0.21
H 2.026 5.492 0.613 -0.005 -0.129 -0.560 0.22
H 5.701 -1.775 -2.589 0.289 0.073 0.199 0.37
H -2.812 -2.526 -3.137 0.412 0.572 0.244 0.19
H 3.227 -0.331 0.499 -0.721 -0.276 0.446 -0.23
H -1.297 -1.199 0.367 -0.026 0.044 0.075 0.30
H 3.310 1.375 4.648 0.358 -0.463 0.409 0.13
H -1.196 0.119 -2.307 -0.105 0.177 -0.404 -0.02
```
Forces are in eV/Å.

Values from the calculation:
Gap between HOMO and LUMO   7.9 eV
Highest occupied orbital energy   -8.81 eV
E_tot   -2804.85384 Eh
Total charge   0
Relative energy (zero: lowest compared OMol25 entry of this formula, charge and spin)   129.9 kcal/mol